(1)
Molecular formula: C26H20N2O3TeTi
Method: DFT, the ωB97M-V functional and the def2-TZVPD basis

Calculated values
E_tot = -66802.17743 eV
LUMO level = -0.3305 Eh
net charge = +2
energy above the lowest of the compared OMol25 structures with the same formula, charge and spin = 0.000 eV

Geometry (Å):
Ti -0.9909 0.4915 0.4987
O 2.5453 4.6406 1.0199
C 3.1657 3.6474 0.3834
C 4.5269 3.8114 0.1231
C 5.2269 2.8284 -0.5357
C 4.6026 1.6445 -0.9585
C 3.2722 1.4604 -0.7067
C 2.5276 2.4544 -0.0309
C 1.1408 2.2432 0.2229
O 0.6031 1.0223 -0.0961
N 0.3099 3.0826 0.7660
N -0.9564 2.5211 0.8071
C -1.9462 3.3781 0.9021
C -3.3115 3.0437 0.7312
C -4.3095 4.0275 0.8537
C -5.6179 3.7138 0.5716
C -5.9518 2.4250 0.1455
C -4.9913 1.4352 0.0079
C -3.6811 1.7501 0.3131
O -2.7100 0.8135 0.2284
H 1.6000 4.4584 1.1314
H 5.0019 4.7261 0.4490
H 6.2808 2.9742 -0.7319
H 5.1713 0.8876 -1.4793
H 2.7751 0.5521 -1.0239
H -1.6728 4.4181 1.0599
H -4.0356 5.0261 1.1696
H -6.3897 4.4639 0.6691
H -6.9829 2.1922 -0.0847
H -5.2493 0.4386 -0.3221
Te -1.2406 -2.0255 -0.8538
C -1.2864 -3.6579 0.4724
C -1.5900 -4.8897 -0.0942
C -1.5872 -6.0171 0.7145
C -1.2977 -5.9057 2.0672
C -1.0071 -4.6678 2.6248
C -1.0001 -3.5342 1.8271
C 0.7918 -2.1138 -1.4192
C 1.1067 -1.9419 -2.7597
C 2.4410 -1.9874 -3.1468
C 3.4327 -2.2112 -2.2034
C 3.1023 -2.3870 -0.8644
C 1.7758 -2.3352 -0.4629
H -1.8224 -4.9818 -1.1475
H -1.8160 -6.9822 0.2836
H -1.3010 -6.7884 2.6919
H -0.7851 -4.5848 3.6801
H -0.7670 -2.5720 2.2683
H 0.3340 -1.7878 -3.5028
H 2.6985 -1.8651 -4.1903
H 4.4677 -2.2639 -2.5136
H 3.8765 -2.5743 -0.1325
H 1.5205 -2.4976 0.5775

=====

(2)
Molecular formula: C39H28Cl6N8O4S3SeSr
Method: DFT, the ωB97M-V functional and the def2-TZVPD basis

Calculated values
E_tot = -234826.89643 eV
LUMO level = -0.0057 Eh
net charge = 0
energy above the lowest of the compared OMol25 structures with the same formula, charge and spin = 3.068 eV

Geometry (Å):
Sr 0.8730 -0.5963 -1.6253
C 0.3191 4.5902 -1.3187
C -1.0002 4.0544 -0.9308
N -1.2124 3.0300 -0.1884
C -2.5412 2.7795 -0.0053
C -3.3738 3.6731 -0.6148
S -2.4692 4.8459 -1.4789
C -2.9862 1.6557 0.7969
C -4.1496 1.6346 1.5157
S -4.3267 0.1392 2.3360
C -2.7973 -0.3732 1.6268
N -2.2482 0.5119 0.8828
C -2.2577 -1.7224 1.8870
H 1.1062 4.0872 -0.7612
H 0.3640 5.6626 -1.1296
H 0.4841 4.4333 -2.3850
H -4.4446 3.6901 -0.6223
H -4.8927 2.3992 1.6140
H -2.1611 -1.9004 2.9570
H -1.2887 -1.8082 1.3997
H -2.9324 -2.4794 1.4874
N -0.4301 1.6571 -4.7481
C -1.7365 1.3284 -4.4872
C -2.8678 1.2832 -5.2844
C -4.0173 0.7947 -4.6981
C -4.0432 0.3672 -3.3676
C -2.9216 0.4161 -2.5677
C -1.7549 0.9143 -3.1371
N -0.4868 0.9920 -2.6321
C 0.2794 1.4050 -3.6112
C 1.7079 1.5019 -3.5121
C 2.5923 1.7335 -4.5335
S 4.1978 1.5813 -3.9719
C 3.5760 1.2381 -2.4094
N 2.2982 1.2424 -2.3186
H -0.0574 1.9198 -5.6438
H -2.8385 1.5709 -6.3236
H -4.9139 0.7138 -5.2911
H -4.9633 -0.0365 -2.9732
H -2.9111 0.0446 -1.5543
H 2.3924 1.9482 -5.5631
H 4.2316 1.0521 -1.5815
N 1.0861 -0.4028 0.7479
C 1.5487 -1.0987 1.5351
C 2.0488 -1.9902 2.5026
C 1.3918 -2.1347 3.7280
C 1.8532 -3.0627 4.6401
C 2.9585 -3.8449 4.3413
C 3.6090 -3.7012 3.1241
C 3.1604 -2.7796 2.1969
H 0.5298 -1.5232 3.9450
H 1.3526 -3.1795 5.5886
H 3.3147 -4.5680 5.0579
H 4.4693 -4.3113 2.9005
H 3.6356 -2.6606 1.2350
C 3.6091 1.3880 3.6080
N 2.2528 1.6706 3.2371
C 1.8531 2.1755 2.0417
Se 2.9446 2.6917 0.7096
N 0.5067 2.2981 2.0504
C 0.0298 1.8786 3.2682
C -1.2378 1.8589 3.8223
C -1.3613 1.4159 5.1279
C -0.2595 0.9943 5.8638
C 1.0156 1.0141 5.3261
C 1.1457 1.4753 4.0263
H 4.2092 1.3355 2.7000
H 3.6578 0.4327 4.1312
H 4.0159 2.1738 4.2497
H -0.0547 2.5046 1.2130
H -2.0918 2.1961 3.2589
H -2.3342 1.4034 5.5939
H -0.3965 0.6623 6.8801
H 1.8665 0.6900 5.9013
O 2.9187 -1.4743 -1.3044
Cl 3.0168 -1.9428 -2.6575
O 2.7656 -3.3229 -2.6725
O 4.2918 -1.6163 -3.1659
O 2.0347 -1.2607 -3.4299
Cl 0.3331 -3.7121 0.4710
C -0.3883 -3.8654 -1.0849
C -0.3926 -2.7400 -1.9045
C -0.8751 -2.9951 -3.1889
Cl -0.8170 -1.7425 -4.3532
C -1.3728 -4.2254 -3.6092
Cl -1.9243 -4.4652 -5.2206
C -1.4185 -5.2892 -2.7150
Cl -2.0862 -6.7951 -3.1938
C -0.8991 -5.1114 -1.4377
Cl -0.9141 -6.4183 -0.3186

=====

(3)
Molecular formula: C14H56F2N29O18S2
Method: DFT, the ωB97M-V functional and the def2-TZVPD basis

Calculated values
E_tot = -122611.25817 eV
LUMO level = 0.0576 Eh
net charge = -1
energy above the lowest of the compared OMol25 structures with the same formula, charge and spin = 6.381 eV

Geometry (Å):
N -1.3030 -0.4931 0.2417
S -0.5546 -0.2022 1.5167
O -0.1271 1.1384 1.7638
O 0.1598 -1.3256 2.0663
F -1.8650 -0.1401 2.4125
S 0.0578 -0.6338 -0.6772
O 0.2971 -1.9244 -1.2406
O 1.2166 0.1962 -0.4910
F -0.5641 0.1888 -1.8805
C -4.2520 1.2656 -1.0582
O -5.3376 1.8060 -1.2188
N -3.5818 1.1589 0.1103
N -3.5376 0.8044 -2.1417
H -4.0434 1.4999 0.9390
H -2.7346 0.6075 0.1949
H -3.9512 0.7012 -3.0506
H -2.7158 0.2782 -1.9083
C -2.5607 -0.2287 -5.8206
O -3.4411 -0.4792 -6.6220
N -2.5043 -0.8264 -4.6035
N -1.4538 0.5468 -6.0924
H -3.0576 -1.6581 -4.4981
H -1.6132 -0.6011 -4.1917
H -0.7608 0.8401 -5.4248
H -1.2435 0.9252 -6.9982
C -0.8008 2.3566 6.1086
O -1.4274 3.4005 6.2546
N -0.2989 1.9388 4.9013
N -0.7342 1.3590 7.0159
H -0.4783 2.5061 4.0785
H 0.2823 1.1218 4.8229
H -0.1962 0.5250 6.8553
H -1.0681 1.6645 7.9163
C -5.6856 -0.8447 3.7047
O -5.1621 -0.3385 4.6816
N -6.8150 -1.5919 3.8839
N -5.3554 -0.7133 2.4008
H -7.2773 -1.6137 4.7740
H -7.2501 -2.1329 3.1575
H -4.3964 -0.3987 2.3382
H -5.7381 -1.1183 1.5679
C -1.5994 4.2412 -1.0956
O -1.0433 5.3177 -0.9031
N -2.8306 4.1613 -1.6605
N -0.8836 3.0964 -0.8943
H -3.3907 4.9953 -1.6889
H -3.3765 3.3184 -1.7583
H -1.2717 2.2015 -0.6529
H 0.0301 3.3066 -0.5035
C 3.0065 2.9291 -2.7081
O 3.9862 2.6738 -2.0107
N 1.8456 2.2551 -2.6735
N 2.9728 3.9531 -3.5846
H 1.8167 1.4713 -2.0357
H 0.9976 2.6994 -2.9733
H 3.7919 4.5379 -3.5841
H 2.1322 4.2003 -4.0695
C 1.5692 -1.5386 -5.2901
O 1.4382 -2.1626 -6.3268
N 1.1107 -1.9738 -4.0792
N 2.1136 -0.2974 -5.1196
H 1.5298 -1.5914 -3.2534
H 0.5066 -2.7731 -4.0276
H 2.1954 0.0536 -4.1864
H 2.6614 0.2158 -5.7881
C 1.9631 -5.4454 -1.4546
O 2.5497 -5.4708 -0.3855
N 2.2037 -6.3492 -2.4307
N 0.9253 -4.6084 -1.7229
H 1.7128 -6.2019 -3.2931
H 2.8746 -7.0756 -2.2682
H 0.8984 -3.6690 -1.3521
H 0.4174 -4.7096 -2.5846
C 4.4828 -1.5213 -1.9831
O 3.5738 -1.8634 -2.7600
N 5.6213 -2.2618 -1.9783
N 4.4949 -0.4708 -1.1549
H 6.3746 -2.0095 -1.3636
H 5.8025 -2.8445 -2.7748
H 3.5830 -0.0428 -1.1371
H 5.2184 -0.3829 -0.4679
C 3.5300 -1.9709 1.9942
O 3.6169 -0.7571 1.8072
N 3.2360 -2.7980 0.9657
N 3.7088 -2.5479 3.2042
H 3.3714 -3.7958 1.0061
H 2.8448 -2.4587 0.1055
H 4.0446 -1.8460 3.8450
H 3.8312 -3.5391 3.2911
C -1.1788 5.1406 2.5949
O -2.0762 5.6867 3.2281
N -0.8784 3.8056 2.6913
N -0.1479 5.7750 2.0034
H -1.4510 3.1898 3.2332
H -0.0037 3.4647 2.3269
H 0.2035 5.2790 1.1841
H -0.1933 6.7796 2.0121
C -3.2156 -3.4386 -0.5681
O -3.9839 -4.2218 -1.1540
N -2.1457 -3.8967 0.1318
N -3.3266 -2.1072 -0.6094
H -2.0016 -4.8864 0.1864
H -1.6051 -3.1544 0.5388
H -2.6599 -1.4788 -0.1526
H -4.0185 -1.6549 -1.1829
C 0.9672 -1.9200 5.2418
O 0.8416 -0.7009 5.1104
N 0.5658 -2.7948 4.2992
N 1.4333 -2.4966 6.3758
H 0.1971 -2.2983 3.4925
H 0.2583 -3.7385 4.4430
H 1.5558 -3.4841 6.2477
H 1.8220 -1.8502 7.0395
C 2.4650 3.3268 0.1186
O 1.4709 3.8784 0.5975
N 2.8762 2.1053 0.5312
N 3.2129 3.9419 -0.8177
H 2.2341 1.6559 1.1658
H 3.7149 1.6914 0.1611
H 3.9062 3.3916 -1.2983
H 2.8458 4.7949 -1.2006

=====

(4)
Molecular formula: C33H45Cl4CoN2O2PSbSi3
Method: DFT, the ωB97M-V functional and the def2-TZVPD basis

Calculated values
E_tot = -169204.04873 eV
LUMO level (spin up / spin down) = 0.0122 / -0.0714 Eh
net charge = 0
spin multiplicity = 5
energy above the lowest of the compared OMol25 structures with the same formula, charge and spin = 1.340 eV

Geometry (Å):
Co 0.9941 1.2222 -0.3793
Cl 6.3336 5.2029 -1.3972
C 5.3756 3.8209 -1.0192
C 5.9787 2.6114 -0.7172
Cl 7.7000 2.4796 -0.7152
C 5.1860 1.4950 -0.4139
Cl 6.0113 0.0076 -0.0483
C 3.7969 1.5690 -0.4098
O 2.9381 0.5536 -0.1299
C 3.1809 2.8150 -0.7186
O 1.8752 2.9114 -0.7065
C 3.9866 3.9145 -1.0179
Cl 3.1914 5.4023 -1.3809
C -6.9280 1.2264 -0.9491
C -6.3221 0.4510 0.0287
C -4.9544 0.5520 0.2423
C -4.1755 1.4153 -0.5258
C -4.7947 2.1907 -1.5042
C -6.1630 2.0987 -1.7119
P -2.3718 1.4377 -0.2175
C -1.9111 3.1033 -0.8347
C -1.1549 3.3432 -1.9774
C -0.7840 4.6388 -2.3154
C -1.1804 5.7085 -1.5307
C -1.9563 5.4844 -0.3995
C -2.3099 4.1915 -0.0525
C -1.7112 0.3298 -1.5163
C -2.5381 -0.3303 -2.4214
C -1.9896 -1.1299 -3.4171
C -0.6127 -1.2617 -3.5070
C 0.2047 -0.6171 -2.5847
C -0.3049 0.1928 -1.5577
H -7.9956 1.1559 -1.1131
H -6.9147 -0.2255 0.6312
H -4.4852 -0.0454 1.0161
H -4.2030 2.8705 -2.1052
H -6.6329 2.7083 -2.4731
H -0.8326 2.5170 -2.5972
H -0.1687 4.8069 -3.1896
H -0.8803 6.7148 -1.7924
H -2.2738 6.3152 0.2176
H -2.9117 4.0219 0.8364
H -3.6138 -0.2125 -2.3683
H -2.6369 -1.6323 -4.1253
H -0.1769 -1.8655 -4.2949
H 1.2815 -0.7445 -2.6725
C -1.7958 -3.8428 -0.5819
Si 0.0521 -3.9749 -0.3435
C 0.5160 -5.4458 0.7172
C 0.9471 -4.1419 -1.9727
Sb 0.7300 -1.7843 0.8137
Si -0.6109 -1.8593 3.0068
C -2.3178 -1.2035 2.6301
C 0.2478 -0.8238 4.3091
C -0.7455 -3.6160 3.6334
Si 3.3987 -1.2428 0.6072
C 3.8491 -0.3620 2.2242
C 3.6327 -3.0249 1.3364
C 3.7977 -1.7521 -1.1708
H -2.1700 -4.7159 -1.1236
H -2.0462 -2.9485 -1.1579
H -2.3207 -3.7920 0.3748
H 0.2873 -6.3603 0.1618
H -0.0273 -5.4813 1.6595
H 1.5844 -5.4497 0.9391
H 0.5392 -5.0070 -2.5040
H 2.0136 -4.3177 -1.8229
H 0.8224 -3.2655 -2.6060
H -2.2944 -0.1792 2.2536
H -2.9345 -1.2253 3.5334
H -2.8052 -1.8172 1.8682
H 0.2430 0.2444 4.0861
H 1.2832 -1.1364 4.4544
H -0.2753 -0.9596 5.2600
H -1.3232 -4.2453 2.9554
H -1.2650 -3.6013 4.5960
H 0.2328 -4.0746 3.7843
H 3.0070 -0.5035 2.9112
H 4.0504 0.7042 2.1349
H 4.7124 -0.8471 2.6837
H 3.2198 -3.1648 2.3395
H 4.7190 -3.1727 1.4158
H 3.2547 -3.8181 0.6858
H 4.0126 -0.9245 -1.8428
H 2.9310 -2.2941 -1.5588
H 4.6390 -2.4484 -1.1754
N 0.3802 3.1432 1.8486
N 0.4808 1.7036 1.6144
H -0.5572 3.3974 1.5497
H 0.9815 3.5548 1.1329
H -0.4048 1.2989 1.9082
H 1.1827 1.3624 2.2670

=====

(5)
Molecular formula: C43H49AsN10S4Sc
Method: DFT, the ωB97M-V functional and the def2-TZVPD basis

Calculated values
E_tot = -185168.09757 eV
LUMO level = -0.0957 Eh
net charge = +1

Geometry (Å):
Sc -0.2821 -0.0501 0.6373
N -4.8410 -0.1776 -0.2254
C -3.5091 -0.4354 -0.0643
S -2.8085 -0.1976 1.4898
N -2.9046 -0.7773 -1.1795
N -1.5592 -1.0645 -0.9994
C -1.0520 -1.8315 -1.8924
C -1.8268 -2.3479 -3.0573
C -2.0803 -3.7078 -3.1882
C -2.7959 -4.1893 -4.2803
C -3.2496 -3.3124 -5.2536
C -3.0028 -1.9477 -5.1241
C -2.3071 -1.4692 -4.0263
C 0.3531 -2.2713 -1.6719
C 0.9642 -3.1835 -2.5133
C 2.2542 -3.5989 -2.2326
C 2.8869 -3.0903 -1.1154
C 2.2151 -2.1640 -0.3376
N 0.9774 -1.7528 -0.6090
H -5.4038 -0.1194 0.6042
H -5.2732 -0.5452 -1.0579
H -1.7340 -4.3964 -2.4246
H -2.9947 -5.2506 -4.3684
H -3.8016 -3.6871 -6.1087
H -3.3657 -1.2565 -5.8757
H -2.1434 -0.4047 -3.9106
H 0.4454 -3.5449 -3.3891
H 2.7539 -4.3031 -2.8862
H 3.8950 -3.3820 -0.8506
H 2.6749 -1.7168 0.5309
S 2.0079 0.5232 1.5118
C 3.0278 1.4911 0.4225
C 4.2140 1.9902 0.9835
C 5.0880 2.7647 0.2463
C 4.8018 3.0665 -1.0833
C 3.6351 2.5839 -1.6454
C 2.7410 1.7959 -0.9090
As 1.1226 1.1303 -1.7806
C 0.6493 2.7568 -2.7707
C 0.7908 3.9912 -2.1440
C 0.4446 5.1660 -2.7976
C -0.0552 5.1236 -4.0917
C -0.1937 3.8985 -4.7291
C 0.1574 2.7224 -4.0738
C 1.9352 0.0667 -3.2135
C 3.2855 -0.2735 -3.2216
C 3.8086 -1.0492 -4.2537
C 2.9922 -1.4967 -5.2833
C 1.6380 -1.1824 -5.2712
C 1.1170 -0.4204 -4.2356
H 4.4315 1.7602 2.0201
H 5.9933 3.1395 0.7107
H 5.4789 3.6730 -1.6707
H 3.4157 2.8144 -2.6799
H 1.2163 4.0494 -1.1545
H 0.5767 6.1175 -2.2952
H -0.3227 6.0396 -4.6041
H -0.5647 3.8525 -5.7465
H 0.0565 1.7895 -4.6072
H 3.9410 0.0686 -2.4335
H 4.8642 -1.2964 -4.2516
H 3.4073 -2.0902 -6.0899
H 0.9833 -1.5385 -6.0594
H 0.0534 -0.2186 -4.2294
N -2.2297 2.2327 -0.8243
C -2.6687 3.4993 -0.8855
C -1.8631 4.2444 -0.0531
C -0.9497 3.3193 0.4755
N -1.1847 2.1038 0.0067
H -2.6036 1.4118 -1.2825
H -3.5048 3.7736 -1.5119
H -1.9186 5.3050 0.1376
H -0.1476 3.4730 1.1826
S -0.3964 -2.4729 2.0729
C 0.8804 -2.8528 3.1442
N 1.7188 -1.9431 3.6416
C 2.7832 -2.2186 4.6041
C 2.4092 -3.4293 5.4310
C 2.0400 -4.5729 4.5090
N 1.0235 -4.1188 3.5589
H 1.6394 -1.0104 3.2672
H 2.8987 -1.3394 5.2345
H 3.7311 -2.3809 4.0860
H 1.5573 -3.1874 6.0716
H 3.2424 -3.7171 6.0704
H 1.6277 -5.4069 5.0716
H 2.9219 -4.9327 3.9752
H 0.3767 -4.7762 3.1581
C -0.9794 -0.8020 5.3758
N -1.9412 0.2889 5.2966
C -2.3163 0.8080 6.6165
C -1.8979 1.1589 4.2358
S -0.5046 1.3412 3.2571
N -3.0117 1.8659 4.0216
C -3.0304 2.9729 3.0660
C -4.3347 1.4345 4.4778
H -1.3965 -1.5598 6.0423
H -0.0178 -0.4604 5.7750
H -0.8216 -1.2397 4.3958
H -1.4114 1.0413 7.1852
H -2.8943 0.0680 7.1711
H -2.9034 1.7150 6.5328
H -2.0855 3.5055 3.0935
H -3.8375 3.6486 3.3498
H -3.1930 2.6038 2.0515
H -4.2880 0.4151 4.8417
H -5.0121 1.4726 3.6248
H -4.7294 2.0845 5.2591